Molecular formula: C4H7N2
Method: DFT, the ωB97M-V functional and the def2-TZVPD basis

ORCA input file:
```
! RIJCOSX wB97M-V def2-TZVPD def2/J DEFGRID3
* xyz 1 1
C 0.266 -0.417 0.807
C -1.096 2.235 -1.860
C 0.322 -0.386 -0.728
C 0.755 -1.234 1.865
N -0.680 0.552 0.782
N -0.823 0.571 -0.487
H -2.174 2.230 -1.455
H -1.045 2.260 -2.930
H 1.312 0.111 -1.111
H 0.259 -1.347 -1.303
H 1.475 -0.683 2.530
H 1.480 -2.027 1.466
H -0.050 -1.865 2.422
*
```

Properties
- HOMO-LUMO gap (spin up / spin down): 7.457 / 8.446 eV
- Molar mass: 83.11 u
- E_HOMO (spin up / spin down): -14.26 / -15.46 eV
- Electronic energy: -265.540400 hartree

Molecular formula: C4H11O7P2S2
Method: DFT, the ωB97M-V functional and the def2-TZVPD basis

ORCA input file:
```
! RIJCOSX wB97M-V def2-TZVPD def2/J DEFGRID3
* xyz -1 1
C 3.519 -0.626 0.018
C 3.074 0.288 -1.110
O 1.718 0.705 -1.071
C 1.389 1.467 0.043
S -0.412 1.806 0.035
S -1.179 1.236 2.178
P -1.339 0.553 -1.358
P -1.178 -1.471 -0.670
O -1.904 -2.221 -1.700
O -1.878 -1.572 0.755
O 0.344 -2.001 -0.512
H 4.589 -0.805 -0.107
H 3.024 -1.594 -0.039
H 3.396 -0.183 1.005
H 3.744 1.152 -1.200
H 3.162 -0.268 -2.044
H 1.591 0.968 0.993
H 1.870 2.448 -0.016
H -2.035 2.236 2.409
H -2.852 0.710 -0.927
H -1.302 -1.416 1.509
H 0.520 -2.315 0.377
C -4.495 0.204 0.377
O -5.413 -0.633 0.372
O -3.832 0.495 -0.750
O -4.121 0.836 1.433
*
```

Properties
- HOMO-LUMO gap: 4.451 eV
- Molar mass: 297.21 u
- E_HOMO: -3.12 eV
- Electronic energy: -2164.789972 hartree

Molecular formula: C29H78ClN13O5P3S
Method: DFT, the ωB97M-V functional and the def2-TZVPD basis

ORCA input file:
```
! RIJCOSX wB97M-V def2-TZVPD def2/J DEFGRID3
* xyz 1 1
N 3.956 2.766 0.738
C 4.689 2.907 -0.524
C 3.789 3.242 -1.730
C 3.514 4.757 -1.813
C 2.103 5.102 -2.369
C 1.271 5.730 -1.262
N -0.205 5.632 -1.512
C -0.977 5.741 -0.360
N -0.750 6.714 0.491
S -1.612 6.959 1.962
N -1.993 4.852 -0.067
C -3.280 5.379 -0.683
C -4.404 4.357 -0.728
C -4.678 3.647 -2.064
O -4.127 4.323 -3.185
C -1.675 3.502 -0.580
C -0.302 3.036 -0.173
O 0.428 2.486 -0.899
Cl 0.177 3.401 1.488
H 3.500 3.635 0.990
H 3.255 2.039 0.655
H 5.393 3.732 -0.381
H 5.250 1.990 -0.699
H 4.297 2.919 -2.642
H 2.857 2.690 -1.596
H 3.646 5.181 -0.811
H 4.280 5.202 -2.448
H 2.228 5.796 -3.199
H 1.639 4.166 -2.675
H 1.519 5.298 -0.291
H 1.553 6.790 -1.188
H -0.504 6.316 -2.203
H -0.034 7.400 0.282
H -0.610 6.597 2.777
H -3.613 6.181 -0.021
H -3.071 5.835 -1.653
H -4.261 3.584 0.030
H -5.310 4.885 -0.431
H -4.349 2.603 -2.082
H -5.765 3.610 -2.174
H -4.779 4.409 -3.888
H -1.723 3.470 -1.669
H -2.382 2.780 -0.167
O 0.575 -3.393 -0.084
P 1.732 -3.127 0.809
N 2.446 -1.721 0.099
C 3.797 -1.275 0.393
C 1.544 -0.587 -0.013
N 2.681 -4.512 0.519
C 4.127 -4.460 0.385
C 2.133 -5.502 -0.402
N 2.347 -2.918 2.401
C 2.297 -4.145 3.246
C 1.604 -1.891 3.178
H 3.931 -0.889 1.414
H 4.056 -0.465 -0.295
H 4.525 -2.060 0.232
H 1.309 -0.107 0.951
H 0.599 -0.890 -0.465
H 1.985 0.183 -0.653
H 4.437 -4.015 -0.568
H 4.539 -5.471 0.425
H 4.590 -3.907 1.202
H 2.210 -5.185 -1.450
H 1.092 -5.715 -0.186
H 2.689 -6.435 -0.291
H 1.287 -4.530 3.368
H 2.687 -3.893 4.232
H 2.924 -4.931 2.841
H 0.536 -2.104 3.246
H 1.748 -0.897 2.754
H 1.999 -1.856 4.191
O -0.108 -3.980 5.184
P -1.453 -3.966 5.803
N -1.558 -5.424 6.679
C -2.811 -5.952 7.193
C -0.475 -5.625 7.645
N -2.481 -3.998 4.444
C -3.739 -4.728 4.426
C -1.848 -4.090 3.129
N -2.505 -2.965 6.724
C -2.954 -1.738 6.025
C -1.876 -2.496 7.985
H -3.242 -5.360 8.013
H -2.633 -6.958 7.578
H -3.560 -6.047 6.417
H -0.537 -4.971 8.523
H 0.490 -5.453 7.170
H -0.490 -6.653 8.007
H -3.587 -5.812 4.367
H -4.324 -4.431 3.553
H -4.351 -4.503 5.299
H -1.485 -5.103 2.918
H -1.017 -3.400 3.027
H -2.574 -3.832 2.356
H -2.118 -1.101 5.719
H -3.592 -1.171 6.704
H -3.545 -1.969 5.146
H -0.936 -1.964 7.814
H -1.695 -3.326 8.665
H -2.558 -1.820 8.497
O -2.511 0.434 -5.979
P -1.047 0.373 -5.777
N -0.625 1.970 -5.287
C 0.740 2.457 -5.263
C -1.387 2.439 -4.136
N -0.458 0.048 -7.338
C 0.765 0.631 -7.859
C -1.457 -0.053 -8.399
N 0.189 -0.518 -4.985
C 0.373 -1.899 -5.501
C -0.061 -0.678 -3.529
H 1.369 1.991 -4.489
H 0.721 3.532 -5.070
H 1.232 2.326 -6.218
H -1.114 1.940 -3.195
H -2.450 2.272 -4.304
H -1.241 3.513 -3.987
H 0.647 1.695 -8.100
H 1.056 0.118 -8.778
H 1.598 0.515 -7.165
H -1.840 0.928 -8.706
H -2.297 -0.669 -8.098
H -1.000 -0.524 -9.271
H -0.537 -2.500 -5.420
H 1.159 -2.379 -4.919
H 0.691 -1.902 -6.537
H -1.026 -1.146 -3.315
H -0.007 0.281 -3.013
H 0.716 -1.304 -3.095
*
```

Properties
- HOMO-LUMO gap: 5.762 eV
- Molar mass: 849.47 u
- E_HOMO: -9.84 eV
- Electronic energy: -4121.986853 hartree

Molecular formula: C4H6N2O
Method: DFT, the ωB97M-V functional and the def2-TZVPD basis

ORCA input file:
```
! RIJCOSX wB97M-V def2-TZVPD def2/J DEFGRID3
* xyz 0 1
H 1.444 0.308 -1.959
N 1.250 -0.464 -1.333
C 1.344 -0.177 -0.112
C 1.780 1.100 0.462
N 2.094 2.129 0.890
O 0.721 -0.981 0.774
C -0.650 -0.504 0.701
C -1.293 -0.336 -0.769
H -1.179 -1.194 1.382
H -0.659 0.478 1.204
H -0.738 -0.109 -1.707
H -1.828 -1.241 -1.049
H -1.956 0.526 -0.685
*
```

Properties
- SMILES string: [H]/N=C(\C#N)OCC
- HOMO-LUMO gap: 10.993 eV
- Molar mass: 98.10 u
- E_HOMO: -10.91 eV
- Electronic energy: -340.685129 hartree

Molecular formula: C4H11N3O2
Method: DFT, the ωB97M-V functional and the def2-TZVPD basis

ORCA input file:
```
! RIJCOSX wB97M-V def2-TZVPD def2/J DEFGRID3
* xyz 0 1
N -1.341 -1.361 -1.828
C -0.363 -1.738 -2.408
O 0.621 -1.966 -2.969
H -2.226 -1.787 -1.647
C 1.488 -1.300 1.012
C 1.560 -0.093 0.448
O 1.763 0.155 -0.967
H 1.169 -2.169 0.448
H 1.745 -1.447 2.045
H 1.946 0.760 0.993
H 1.893 -0.690 -1.419
C -0.810 2.172 0.118
N -0.607 0.766 0.436
N -1.334 0.403 1.649
H -0.333 2.775 0.893
H -0.316 2.361 -0.833
H -1.872 2.440 0.072
H -1.016 0.201 -0.313
H -0.971 -0.519 1.898
H -0.996 1.037 2.372
*
```

Properties
- SMILES string: N=C=O.C=CO.CNN
- HOMO-LUMO gap: 8.285 eV
- Molar mass: 133.15 u
- E_HOMO: -7.70 eV
- Electronic energy: -473.661630 hartree

Molecular formula: C5H11N2S
Method: DFT, the ωB97M-V functional and the def2-TZVPD basis

ORCA input file:
```
! RIJCOSX wB97M-V def2-TZVPD def2/J DEFGRID3
* xyz 1 3
C -0.923 -0.536 -0.339
C -0.514 -1.770 -0.041
C 1.261 -0.456 -0.128
C 0.052 1.527 -1.136
C 0.134 1.169 1.257
N 0.773 -1.758 0.198
N 0.115 0.508 -0.081
S -3.545 -2.185 0.173
H -1.149 -2.715 0.000
H -1.797 -0.026 -0.743
H 2.076 -0.178 0.586
H 1.580 -0.497 -1.156
H 1.016 1.995 -1.081
H -0.164 1.023 -2.050
H -0.631 2.360 -0.897
H -0.862 1.065 1.507
H 0.853 0.652 1.922
H 0.506 2.250 1.173
H 1.219 -2.430 0.836
*
```

Properties
- HOMO-LUMO gap (spin up / spin down): 10.230 / 7.214 eV
- Molar mass: 131.22 u
- E_HOMO (spin up / spin down): -12.95 / -12.62 eV
- Electronic energy: -704.394977 hartree

Molecular formula: C3H5NO3S
Method: DFT, the ωB97M-V functional and the def2-TZVPD basis

ORCA input file:
```
! RIJCOSX wB97M-V def2-TZVPD def2/J DEFGRID3
* xyz 0 1
O 2.483 0.219 1.808
C 1.213 0.086 1.370
O 0.006 0.735 1.670
C 0.865 -0.892 0.218
S 1.104 -0.226 -1.524
C -0.443 0.723 -1.656
N -1.721 0.454 -1.518
O -1.871 -0.772 -1.067
H 0.108 1.553 2.319
H -0.140 -0.992 0.349
H 1.552 -1.743 0.515
H -0.427 1.644 -2.086
H -2.729 -0.788 -0.398
*
```

Properties
- SMILES string: O=C(O)CS/C=N\O
- HOMO-LUMO gap: 9.412 eV
- Molar mass: 135.14 u
- E_HOMO: -9.30 eV
- Electronic energy: -795.837671 hartree

Molecular formula: C5H16NO2
Method: DFT, the ωB97M-V functional and the def2-TZVPD basis

ORCA input file:
```
! RIJCOSX wB97M-V def2-TZVPD def2/J DEFGRID3
* xyz 1 1
C -0.659 -1.027 -1.942
C -0.250 0.187 -1.164
C 1.271 0.183 -0.907
C 1.929 0.615 -2.174
C 2.582 -0.118 -3.057
N -1.021 0.240 0.145
H -0.587 -1.927 -1.318
H -1.634 -0.978 -2.429
H -0.081 -1.235 -2.844
H -0.660 1.069 -1.677
H 1.591 -0.837 -0.663
H 1.648 0.840 -0.109
H 1.682 1.671 -2.305
H 2.924 0.347 -3.968
H 2.758 -1.183 -2.984
H -0.787 1.141 0.557
H -0.679 -0.413 0.858
H -2.021 0.079 0.060
H -0.741 2.167 2.956
H -1.409 1.103 3.634
O -0.906 1.223 2.818
H -2.348 -1.512 4.684
H -0.893 -1.326 4.618
O -1.676 -1.166 4.116
*
```

Properties
- HOMO-LUMO gap: 10.298 eV
- Molar mass: 122.19 u
- E_HOMO: -13.26 eV
- Electronic energy: -405.081340 hartree

Molecular formula: C6H8ClN2O2S
Method: DFT, the ωB97M-V functional and the def2-TZVPD basis

ORCA input file:
```
! RIJCOSX wB97M-V def2-TZVPD def2/J DEFGRID3
* xyz 1 1
C 0.190 -1.966 0.205
N -0.489 -0.649 -0.036
C -1.594 -0.637 -0.801
C -2.429 0.479 -0.874
C -1.986 1.578 -0.005
C -0.798 1.557 0.648
C 0.034 0.443 0.534
N 1.258 0.435 1.096
S 2.690 0.319 -0.385
O 2.020 -0.167 -1.545
O 3.430 1.526 -0.261
Cl 3.908 -1.132 0.372
H -0.256 -2.718 -0.540
H 1.215 -1.679 0.204
H -0.170 -2.269 1.172
H -1.920 -1.481 -1.457
H -3.344 0.566 -1.405
H -2.790 2.300 0.109
H -0.329 2.493 1.071
H 1.359 1.002 1.898
*
```

Properties
- SMILES string: Cn1cccc/c1=[NH+]/S(=O)(=O)Cl
- HOMO-LUMO gap: 8.274 eV
- Molar mass: 207.66 u
- E_HOMO: -13.71 eV
- Electronic energy: -1351.473859 hartree

Molecular formula: C41H38BrMnN2O10S2
Method: DFT, the ωB97M-V functional and the def2-TZVPD basis

ORCA input file:
```
! RIJCOSX wB97M-V def2-TZVPD def2/J DEFGRID3
* xyz -1 6
Mn -0.211 0.135 0.612
C -1.587 3.777 2.447
C -1.150 2.896 1.294
O -0.374 1.927 1.593
C -1.586 3.188 -0.029
C -2.283 4.369 -0.366
C -2.539 4.705 -1.675
C -2.136 3.864 -2.712
C -1.536 2.654 -2.422
C -1.274 2.271 -1.097
O -0.760 1.102 -0.862
H -1.213 3.345 3.374
H -2.674 3.831 2.494
H -1.196 4.789 2.331
H -2.599 5.033 0.423
H -3.060 5.623 -1.900
H -2.317 4.148 -3.740
H -1.261 1.956 -3.198
O -2.898 -2.428 -0.714
C -2.225 -2.359 0.318
O -1.138 -1.703 0.418
C -2.661 -3.083 1.573
C -1.791 -3.128 2.668
C -2.194 -3.724 3.855
C -3.443 -4.298 3.962
C -4.307 -4.280 2.858
C -3.910 -3.672 1.663
N -5.581 -4.869 2.959
O -5.877 -5.456 4.012
O -6.361 -4.773 1.997
H -0.807 -2.691 2.574
H -1.521 -3.741 4.701
H -3.791 -4.754 4.876
H -4.585 -3.676 0.819
O -0.408 -0.248 -3.281
S -1.239 -1.115 -2.376
C -2.573 -1.649 -3.559
C -2.465 -3.153 -3.699
C -0.970 -3.454 -3.692
C -0.432 -2.763 -2.461
H -2.344 -1.126 -4.486
H -3.527 -1.322 -3.157
H -2.953 -3.511 -4.608
H -2.941 -3.623 -2.838
H -0.501 -3.025 -4.582
H -0.769 -4.527 -3.675
H 0.636 -2.587 -2.477
H -0.706 -3.275 -1.545
C -5.486 -0.804 -0.922
C -5.280 -0.143 0.442
C -3.903 0.180 0.691
N -2.820 0.467 0.930
H -6.532 -1.082 -1.039
H -4.864 -1.693 -0.990
H -5.206 -0.125 -1.724
H -5.612 -0.818 1.236
H -5.856 0.784 0.513
Br -3.695 -0.565 7.233
C -2.224 -0.456 6.026
C -0.935 -0.520 6.526
C 0.130 -0.492 5.645
C -0.091 -0.393 4.274
C -1.394 -0.278 3.803
C -2.469 -0.324 4.672
C 1.095 -0.452 3.324
O 2.220 -0.547 3.792
O 0.826 -0.449 2.070
H -0.774 -0.592 7.592
H 1.146 -0.558 6.006
H -1.574 -0.166 2.741
H -3.480 -0.260 4.297
O 1.268 -0.560 -1.135
S 1.568 0.503 -2.126
C 2.103 -0.239 -3.707
C 2.580 -1.530 -3.807
C 2.895 -2.056 -5.049
C 2.774 -1.274 -6.186
C 2.339 0.038 -6.078
C 2.006 0.556 -4.839
C 3.352 0.763 -1.745
C 4.052 1.868 -2.196
C 5.406 1.979 -1.926
C 6.062 0.981 -1.224
C 5.357 -0.118 -0.767
C 4.002 -0.221 -1.020
H 2.695 -2.123 -2.912
H 3.246 -3.076 -5.127
H 3.014 -1.686 -7.158
H 2.260 0.657 -6.962
H 1.644 1.567 -4.740
H 3.544 2.642 -2.752
H 5.956 2.845 -2.264
H 7.120 1.069 -1.019
H 5.860 -0.895 -0.212
H 3.431 -1.057 -0.646
*
```

Properties
- HOMO-LUMO gap (spin up / spin down): 5.683 / 6.906 eV
- Molar mass: 917.74 u
- E_HOMO (spin up / spin down): -4.32 / -5.54 eV
- Electronic energy: -6968.543105 hartree

Molecular formula: C4H8O2
Method: DFT, the ωB97M-V functional and the def2-TZVPD basis

ORCA input file:
```
! RIJCOSX wB97M-V def2-TZVPD def2/J DEFGRID3
* xyz 0 1
C 0.211 1.734 -0.201
O -0.825 0.879 -0.651
C -0.670 -0.481 -0.354
C 0.719 -1.119 -0.554
O 0.945 -1.161 0.864
C -0.430 -0.831 1.124
H 0.799 1.295 0.617
H 0.895 1.974 -1.025
H -0.252 2.659 0.156
H -1.508 -0.984 -0.844
H 1.465 -0.518 -1.089
H 0.684 -2.128 -0.986
H -0.537 0.000 1.832
H -0.995 -1.698 1.487
*
```

Properties
- SMILES string: COC1COC1
- HOMO-LUMO gap: 10.791 eV
- Molar mass: 88.11 u
- E_HOMO: -9.78 eV
- Electronic energy: -307.618283 hartree

Molecular formula: C36H50FN7O6V
Method: DFT, the ωB97M-V functional and the def2-TZVPD basis

ORCA input file:
```
! RIJCOSX wB97M-V def2-TZVPD def2/J DEFGRID3
* xyz 2 2
V -2.075 -0.363 -0.243
C -4.219 -0.145 4.146
N -5.133 0.003 3.019
C -6.541 0.202 3.332
C -4.654 0.023 1.773
O -3.453 -0.088 1.515
C -5.666 0.203 0.646
O -4.949 0.203 -0.564
C -5.543 -0.510 -1.626
C -4.410 -0.781 -2.611
O -3.258 -0.875 -2.178
N -4.699 -0.906 -3.911
C -6.026 -0.922 -4.506
C -3.616 -1.112 -4.868
H -4.566 -0.952 4.791
H -4.178 0.779 4.725
H -3.230 -0.385 3.769
H -6.725 -0.165 4.338
H -7.187 -0.353 2.653
H -6.818 1.258 3.300
H -6.200 1.152 0.766
H -6.396 -0.609 0.673
H -6.347 0.078 -2.068
H -5.937 -1.474 -1.286
H -6.801 -0.622 -3.810
H -6.260 -1.927 -4.863
H -6.040 -0.244 -5.360
H -2.694 -1.322 -4.338
H -3.492 -0.214 -5.477
H -3.855 -1.951 -5.520
F 4.159 1.632 -1.167
C 3.699 0.353 -1.140
C 2.350 0.138 -1.187
C 1.831 -1.154 -1.067
C 0.394 -1.373 -1.057
O -0.418 -0.428 -1.297
C -0.021 -2.714 -0.772
C 0.898 -3.709 -0.703
N 2.239 -3.515 -0.776
C 3.138 -4.644 -0.701
C 2.832 -5.767 0.236
C 3.975 -4.847 0.533
C 2.731 -2.230 -0.920
C 4.105 -1.983 -0.950
C 4.620 -0.696 -1.045
N 6.009 -0.502 -1.058
C 6.663 0.578 -1.759
C 7.167 1.650 -0.794
N 8.073 0.998 0.212
C 7.374 -0.116 0.934
C 6.879 -1.136 -0.097
C -1.467 -3.111 -0.505
O -1.830 -4.231 -0.814
O -2.162 -2.220 0.116
H 1.666 0.970 -1.297
H 0.552 -4.727 -0.591
H 3.590 -4.887 -1.656
H 3.041 -6.774 -0.095
H 1.952 -5.690 0.859
H 4.985 -5.211 0.403
H 3.847 -4.149 1.351
H 4.796 -2.813 -0.938
H 6.002 1.033 -2.489
H 7.521 0.166 -2.309
H 6.332 2.094 -0.256
H 7.718 2.430 -1.318
H 8.420 1.691 0.875
H 8.884 0.613 -0.278
H 6.534 0.318 1.475
H 8.062 -0.574 1.644
H 6.365 -1.938 0.426
H 7.747 -1.568 -0.613
C 0.252 3.137 2.526
C 0.482 1.638 2.791
C 0.014 1.269 4.208
C 1.964 1.290 2.600
C -0.324 0.898 1.818
N -0.985 0.352 1.043
H 0.813 3.722 3.256
H -0.804 3.387 2.614
H 0.584 3.410 1.524
H 0.589 1.836 4.940
H 0.153 0.204 4.399
H -1.042 1.508 4.331
H 2.557 1.893 3.288
H 2.280 1.510 1.579
H 2.146 0.234 2.806
N -2.355 1.600 -1.261
C -2.143 2.948 -0.853
C -1.104 3.698 -1.389
C -0.941 5.024 -1.015
C -1.811 5.607 -0.107
C -2.835 4.849 0.445
C -2.999 3.523 0.080
H -3.344 1.422 -1.404
H -1.844 1.374 -2.106
H -0.436 3.244 -2.113
H -0.141 5.609 -1.451
H -1.703 6.650 0.156
H -3.511 5.305 1.157
H -3.797 2.924 0.506
*
```

Properties
- HOMO-LUMO gap (spin up / spin down): 6.749 / 4.197 eV
- Molar mass: 746.78 u
- E_HOMO (spin up / spin down): -11.20 / -8.66 eV
- Electronic energy: -3279.983704 hartree